Entry 1:
C3H5BrO | the ωB97M-V functional and the def2-TZVPD basis

The geometry in XYZ format:
```
10
Properties=species:S:1:pos:R:3
C -1.19965 -0.13969 -0.79627
C -0.35305 0.15638 0.21496
C 0.84185 -0.59236 0.45572
O 1.02766 -0.97136 1.74282
Br 1.20239 -1.89877 -1.00007
H -2.13840 0.35869 -1.10224
H -0.95272 -0.89651 -1.47133
H -0.53003 0.92358 1.09846
H 2.09783 1.02093 0.19574
H 1.88063 -1.23990 1.90103
```

Summary:
HOMO-LUMO gap (alpha / beta) = 7.95 / 8.57 eV
highest occupied orbital energy (alpha / beta) = -7.29 / -10.26 eV
spin multiplicity = 3
relative energy (zero: lowest compared OMol25 entry of this formula, charge and spin) = 1.2387 eV
M = 136.976 g/mol

Results of the natural (NBO) charge analysis, in e, for atoms 1 through 4: atom 1 (C): -0.324, atom 2 (C): -0.336, atom 3 (C): 0.246, atom 4 (O): -0.662

---

Entry 2:
C3H5NO2 | the ωB97M-V functional and the def2-TZVPD basis

The geometry in XYZ format:
```
11
Properties=species:S:1:pos:R:3
C 0.52196 0.49829 -1.62300
C -0.17608 0.10398 -0.39333
O -1.38405 -0.04012 -0.56917
C 0.40735 -0.31020 0.94983
O 1.59540 -0.48665 1.13614
N -0.58758 -0.46250 1.84939
H -0.47517 0.08690 -2.06147
H 0.35120 1.53842 -1.89899
H 1.60516 0.26303 -1.70687
H -1.54463 -0.42532 1.52667
H -0.36955 -0.77528 2.77828
```

Summary:
SMILES = CC(=O)C(N)=O
HOMO-LUMO gap = 9.97 eV
highest occupied orbital energy = -9.97 eV
spin multiplicity = 1
relative energy (zero: lowest compared OMol25 entry of this formula, charge and spin) = 1.5936 eV
M = 87.078 g/mol

Results of the natural (NBO) charge analysis, in e, for atoms 1 through 4: atom 1 (C): -0.779, atom 2 (C): 0.489, atom 3 (O): -0.570, atom 4 (C): 0.572

---

Entry 3:
C2H5N | the ωB97M-V functional and the def2-TZVPD basis

The geometry in XYZ format:
```
8
Properties=species:S:1:pos:R:3
C 0.88591 -0.12982 -0.14292
C -0.71136 -0.48526 -0.12463
H 1.22000 -0.50910 0.96441
H 1.68855 -0.02004 -0.91724
H -1.02873 -0.60657 0.88535
H -1.35336 -0.56181 -1.08736
H -0.43735 1.49361 0.63636
N -0.26367 0.81898 -0.21399
```

Summary:
SMILES = C1CN1
HOMO-LUMO gap = 10.65 eV
highest occupied orbital energy = -9.38 eV
spin multiplicity = 1
relative energy (zero: lowest compared OMol25 entry of this formula, charge and spin) = 2.4255 eV
M = 43.069 g/mol

Results of the natural (NBO) charge analysis, in e, for atoms 1 through 4: atom 1 (C): -0.298, atom 2 (C): -0.245, atom 3 (H): 0.181, atom 4 (H): 0.226

---

Entry 4:
C26H34F3N6O5Ta | the ωB97M-V functional and the def2-TZVPD basis

The geometry in XYZ format:
```
75
Properties=species:S:1:pos:R:3
Ta -0.34547 0.10565 0.18819
C 1.08892 -4.13582 1.79439
C 2.34822 -3.35591 1.48326
N 2.11733 -1.97248 1.10333
C 3.30559 -1.19722 0.94802
C 3.04746 0.25545 0.80387
N 2.00275 0.54957 -0.23982
C 2.62308 0.05970 -1.57294
C 2.19526 -1.35593 -2.01386
C 0.74745 -1.49467 -2.58797
N -0.34318 -1.47754 -1.55708
C -0.80974 -2.89141 -1.29765
C -1.58939 -3.02348 -0.03017
N -0.92825 -2.43980 1.12861
C -0.29757 -3.50392 2.05455
H 1.31671 -4.77821 2.70974
H 0.94546 -4.83814 0.96172
H 2.99527 -3.85888 0.68809
H 3.00191 -3.27499 2.41470
H 1.46030 -1.50983 1.74362
H 3.87442 -1.61487 0.07633
H 3.97989 -1.31139 1.79318
H 4.03272 0.72782 0.54180
H 2.71565 0.70301 1.75485
H 1.94410 1.58773 -0.32473
H 3.72880 0.03420 -1.42748
H 2.35397 0.79032 -2.36170
H 2.29083 -2.05811 -1.17476
H 2.90695 -1.77728 -2.74470
H 0.64197 -2.50798 -3.03703
H 0.50713 -0.72557 -3.36302
H -1.13414 -0.96919 -2.04698
H 0.07335 -3.53274 -1.24835
H -1.41945 -3.24917 -2.15930
H -1.68751 -4.13794 0.13550
H -2.61996 -2.63966 -0.13384
H -1.68719 -2.02669 1.67987
H -0.98234 -4.38120 1.97166
H -0.46848 -3.14254 3.08033
O -0.13898 1.36142 -4.18652
C -1.17872 2.17274 -4.09347
C -1.85899 2.53534 -5.21626
C -2.97941 3.35982 -5.17091
C -3.33459 3.98902 -3.97659
C -2.58149 3.74675 -2.80814
C -1.56922 2.75469 -2.83540
C -0.95248 2.26224 -1.58800
O -0.19905 1.16121 -1.70724
N -1.15954 2.77203 -0.44665
N -0.41007 2.19272 0.58136
C 0.09248 2.89983 1.58242
C 0.41484 2.37910 2.85843
C 0.65286 3.14746 4.06601
C 1.07506 2.52137 5.24538
C 1.20876 1.14123 5.29624
C 0.90451 0.33643 4.20800
C 0.46003 0.93666 3.05309
O 0.25587 0.17167 1.95241
H -0.01272 1.15322 -3.18266
H -1.55984 1.99784 -6.14343
H -3.62180 3.47101 -6.03839
H -4.05067 4.77362 -3.99942
H -2.69277 4.37066 -1.94956
H 0.07832 4.01894 1.48049
H 0.65391 4.24978 4.00634
H 1.27140 3.14113 6.10112
H 1.64868 0.72745 6.20959
H 1.06910 -0.71274 4.20357
F -5.11452 0.16691 -0.10636
C -4.18667 1.03066 0.33798
F -4.74045 1.64172 1.40416
F -3.98234 2.03133 -0.58660
C -2.82642 0.34991 0.55000
O -2.27757 0.31367 1.68050
O -2.29030 -0.19774 -0.51568
```

Summary:
HOMO-LUMO gap = 5.06 eV
highest occupied orbital energy = -13.15 eV
spin multiplicity = 1
total charge = +2
relative energy (zero: lowest compared OMol25 entry of this formula, charge and spin) = 0.0000 eV
M = 748.537 g/mol

Results of the Mulliken charge analysis, in e, for atoms 1 through 4: atom 1 (Ta): 1.858, atom 2 (C): -0.506, atom 3 (C): -0.752, atom 4 (N): 0.646

---

Entry 5:
C9H10BNO2 | the ωB97M-V functional and the def2-TZVPD basis

The geometry in XYZ format:
```
23
Properties=species:S:1:pos:R:3
B 2.27027 -0.48893 0.24519
C -2.99226 -0.06498 -0.85694
C -2.95158 -1.12446 0.07513
C -1.96180 0.79067 -1.06191
C -1.80652 -1.46245 0.70137
C -0.69147 0.55592 -0.44567
C -0.58954 -0.59815 0.38952
C 0.19954 1.58732 -0.59609
C 1.36805 1.92041 0.13368
C 2.29206 1.09631 0.66763
N 0.54573 -1.16185 0.70875
O 3.33728 -1.28055 0.81031
O 1.99506 -0.47940 -1.14121
H -3.94663 0.29068 -1.12359
H -3.95495 -1.53814 0.42946
H -2.12583 1.48946 -1.87697
H -1.73637 -2.08789 1.59635
H -0.06643 2.39189 -1.38097
H 1.41229 3.04228 0.15552
H 3.01544 1.48359 1.39629
H 0.56057 -2.07102 1.25659
H 3.40630 -1.16852 1.74834
H 2.42080 -1.12220 -1.83077
```

Summary:
HOMO-LUMO gap (alpha / beta) = 7.28 / 7.28 eV
highest occupied orbital energy (alpha / beta) = -8.07 / -8.07 eV
spin multiplicity = 1
relative energy (zero: lowest compared OMol25 entry of this formula, charge and spin) = 1.9227 eV
M = 174.996 g/mol

Results of the natural (NBO) charge analysis, in e, for atoms 1 through 4: atom 1 (B): 0.958, atom 2 (C): -0.278, atom 3 (C): -0.169, atom 4 (C): -0.116

---

Entry 6:
C5H3NO | the ωB97M-V functional and the def2-TZVPD basis

The geometry in XYZ format:
```
10
Properties=species:S:1:pos:R:3
C -1.32437 -1.14485 2.46484
C -0.59800 -0.67987 1.55501
C -0.05147 -0.18544 0.37462
C 0.80762 -0.78251 -0.59774
O 1.15105 0.07083 -1.52171
N 0.58390 1.30424 -1.32814
C -0.11308 1.18699 -0.21582
H -0.95944 0.08982 -0.43799
H 1.24129 -1.77254 -0.65295
H -0.67075 2.01803 0.19617
```

Summary:
HOMO-LUMO gap = 7.30 eV
highest occupied orbital energy = -8.73 eV
spin multiplicity = 1
relative energy (zero: lowest compared OMol25 entry of this formula, charge and spin) = 7.5664 eV
M = 93.085 g/mol

Results of the natural (NBO) charge analysis, in e, for atoms 1 through 4: atom 1 (C): -0.036, atom 2 (C): -0.583, atom 3 (C): -0.242, atom 4 (C): 0.265

---

- Which formula does entry 2 have?
  C3H5NO2